Entry 1:
Density functional theory data (ωB97M-V with the def2-TZVPD basis set) for a structure of composition C15H26ClIN2O2PPb.

The largest force on an atom comes out at 0.0782 Eh/bohr. The lowest unoccupied orbital energy (alpha / beta) comes out at -0.45073 / -0.48524 Eh. The total energy comes out at -58182.2963 eV. For the HOMO-LUMO gap (alpha / beta), the calculation gives 5.6 / 4.3 eV.

Geometry as ORCA input:
```
! RIJCOSX wB97M-V def2-TZVPD def2/J DEFGRID3
* xyz 3 1
C 0.121 -4.862 -3.119
I 1.195 -3.224 -2.190
H -0.960 -4.816 -2.932
H 0.552 -5.780 -2.707
H 0.341 -4.787 -4.190
Pb -0.431 -0.946 -0.317
P -0.123 1.441 -1.963
C 1.369 1.828 -2.931
C -1.252 0.950 -3.345
H -1.736 2.988 -1.038
H -0.938 3.677 -2.499
H -0.073 3.632 -0.928
C -0.785 3.104 -1.574
H -2.265 0.788 -2.947
H -1.259 1.758 -4.092
H 1.107 2.492 -3.763
H 1.799 0.900 -3.323
H -0.892 0.019 -3.807
H 2.098 2.320 -2.280
C 2.279 -0.291 -0.520
O 3.403 -0.407 -0.360
Cl -2.575 0.406 -0.278
C 2.338 1.563 7.797
C 0.863 1.271 8.012
N 0.217 0.470 6.944
C 0.290 -0.998 7.109
C -1.047 -1.646 7.443
C 0.115 1.069 5.707
O 0.551 2.210 5.511
C -0.552 0.278 4.603
C -1.808 -0.322 4.788
C -2.242 -1.236 3.833
C -1.468 -1.416 2.677
N -0.434 -0.621 2.380
C 0.045 0.204 3.328
H 2.893 0.627 7.671
H 2.735 2.102 8.667
H 2.455 2.206 6.921
H 0.711 0.682 8.924
H 0.314 2.218 8.068
H 0.713 -1.433 6.184
H 1.015 -1.158 7.926
H -1.450 -2.169 6.570
H -0.907 -2.389 8.236
H -1.774 -0.895 7.772
H -2.378 -0.092 5.694
H -3.134 -1.841 3.958
H -1.693 -2.201 1.939
H 0.949 0.772 3.084
*
```

Löwdin population analysis, charges in e, atoms 1 to 2: atom 1 (C): -0.439, atom 2 (I): 0.811


Entry 2:
Density functional theory data (ωB97M-V with the def2-TZVPD basis set) for a structure of composition C40H33ClN4O7PRbSSe2.

The largest force on an atom comes out at 0.0205 Eh/bohr. The lowest unoccupied orbital energy comes out at 0.13561 Eh. The value obtained for the energy above the lowest of the compared OMol25 structures with the same formula, charge and spin is 0.5638 eV. The total energy comes out at -226310.3920 eV. For the HOMO-LUMO gap, the calculation gives 6.5 eV.

Geometry as ORCA input:
```
! RIJCOSX wB97M-V def2-TZVPD def2/J DEFGRID3
* xyz -2 1
Rb -0.797 -0.869 -0.850
Se 3.374 -0.001 2.992
P 1.783 1.417 3.314
Se 0.151 1.568 1.939
C 1.095 1.135 5.002
C 1.954 1.177 6.102
C 1.468 0.986 7.386
C 0.112 0.731 7.588
C -0.742 0.670 6.498
C -0.254 0.876 5.208
C 2.510 3.096 3.555
C 1.697 4.132 4.016
C 2.201 5.417 4.157
C 3.525 5.690 3.824
C 4.337 4.665 3.361
C 3.833 3.372 3.234
H 3.013 1.347 5.936
H 2.144 1.027 8.233
H -0.271 0.578 8.592
H -1.797 0.464 6.643
H -0.915 0.840 4.347
H 0.656 3.930 4.246
H 1.557 6.212 4.516
H 3.917 6.697 3.922
H 5.370 4.868 3.099
H 4.462 2.552 2.897
O -5.507 2.364 -2.670
C -4.617 3.262 -3.032
O -4.912 4.252 -3.676
C -3.196 2.985 -2.661
C -2.103 3.646 -3.177
Cl -2.003 4.984 -4.239
N -0.985 3.087 -2.659
N -1.292 2.091 -1.801
C -2.611 2.028 -1.780
C -3.270 0.982 -0.889
O -4.416 0.598 -1.278
O -2.623 0.589 0.088
C 0.406 3.401 -2.824
C 1.178 3.523 -1.678
C 2.537 3.772 -1.806
C 3.115 3.886 -3.064
C 2.332 3.744 -4.202
C 0.970 3.494 -4.087
H -5.076 1.604 -2.099
H 0.719 3.382 -0.705
H 3.148 3.845 -0.916
H 4.181 4.061 -3.152
H 2.782 3.803 -5.188
H 0.357 3.351 -4.965
O -0.849 -4.422 -2.396
C -0.051 -3.464 -2.394
O -0.164 -2.331 -2.934
C 1.237 -3.700 -1.588
C 1.901 -4.922 -1.677
C 3.075 -5.098 -0.969
C 3.539 -4.068 -0.157
C 2.792 -2.903 -0.091
N 1.673 -2.713 -0.800
H 1.468 -5.699 -2.292
H 3.622 -6.032 -1.038
H 4.448 -4.161 0.425
H 3.087 -2.081 0.562
C -0.336 -4.479 2.042
C 0.510 -3.429 2.770
C -0.506 -2.336 3.067
O -1.489 -2.417 2.021
C -1.295 -3.602 1.249
H -0.885 -5.095 2.760
H 0.247 -5.137 1.394
H 1.287 -3.038 2.116
H 0.993 -3.802 3.674
H -0.073 -1.340 3.056
H -1.003 -2.493 4.028
H -0.851 -3.351 0.284
H -2.264 -4.055 1.055
S 3.551 -0.044 -4.046
C 2.060 -0.299 -3.177
N 2.052 0.087 -1.949
C 3.292 0.618 -1.596
C 3.604 1.084 -0.316
C 4.865 1.601 -0.098
C 5.810 1.663 -1.136
C 5.513 1.188 -2.401
C 4.242 0.652 -2.620
H 1.210 -0.815 -3.631
H 2.863 1.025 0.479
H 5.127 1.958 0.893
H 6.792 2.081 -0.942
H 6.251 1.228 -3.195
*
```

Löwdin population analysis, charges in e, atoms 1 to 2: atom 1 (Rb): 0.913, atom 2 (Se): 0.205


Entry 3:
Density functional theory data (ωB97M-V with the def2-TZVPD basis set) for a structure of composition C53H43Br2Cl4N2O5SeSiSn.

The largest force on an atom comes out at 0.0233 Eh/bohr. The lowest unoccupied orbital energy comes out at 0.06348 Eh. The value obtained for the energy above the lowest of the compared OMol25 structures with the same formula, charge and spin is 2.4324 eV. The total energy comes out at -338114.1914 eV. For the HOMO-LUMO gap, the calculation gives 6.3 eV.

Geometry as ORCA input:
```
! RIJCOSX wB97M-V def2-TZVPD def2/J DEFGRID3
* xyz -1 1
Sn -0.348 -0.652 -1.398
Cl -2.658 -2.607 -7.827
C -1.784 -2.527 -6.336
C -0.711 -3.377 -6.114
Cl -0.235 -4.520 -7.321
C -0.034 -3.316 -4.890
Cl 1.310 -4.366 -4.580
C -0.403 -2.423 -3.888
O 0.253 -2.329 -2.759
C -1.521 -1.559 -4.108
O -1.865 -0.739 -3.156
C -2.179 -1.630 -5.336
Cl -3.505 -0.546 -5.606
Br 6.858 -1.279 -0.139
C 5.026 -0.931 -0.479
C 4.166 -0.712 0.579
C 2.848 -0.411 0.269
N 2.401 -0.330 -0.975
C 3.238 -0.541 -1.996
C 4.579 -0.850 -1.785
C 2.704 -0.301 -3.364
C 3.281 -0.870 -4.491
C 2.751 -0.540 -5.728
Br 3.527 -1.243 -7.298
C 1.672 0.317 -5.820
C 1.147 0.803 -4.633
N 1.648 0.516 -3.439
H 4.494 -0.780 1.605
H 2.111 -0.244 1.048
H 5.264 -0.985 -2.610
H 4.090 -1.581 -4.415
H 1.233 0.569 -6.774
H 0.276 1.449 -4.638
C -6.411 4.561 1.604
C -5.432 4.025 0.595
C -5.014 4.801 -0.480
C -4.098 4.322 -1.407
C -3.639 5.202 -2.539
C -3.597 3.023 -1.246
Se -2.243 2.375 -2.443
C -4.033 2.202 -0.199
C -3.554 0.789 -0.032
C -4.938 2.733 0.714
H -6.354 5.647 1.666
H -6.219 4.145 2.593
H -7.431 4.292 1.321
H -5.399 5.809 -0.593
H -4.175 6.151 -2.532
H -3.802 4.718 -3.501
H -2.569 5.397 -2.443
H -2.529 0.756 0.348
H -3.556 0.261 -0.988
H -4.185 0.252 0.677
H -5.271 2.117 1.542
C 3.328 3.018 3.700
C 2.374 3.028 2.537
C 2.867 2.956 1.237
C 2.025 3.037 0.140
C 2.564 2.982 -1.263
C 0.653 3.187 0.360
C 0.127 3.218 1.647
C -1.353 3.324 1.901
C 1.007 3.145 2.725
C -0.245 3.373 -0.827
O -0.325 4.403 -1.450
O -0.933 2.253 -1.102
H 3.928 2.106 3.694
H 2.797 3.070 4.650
H 4.008 3.869 3.635
H 3.935 2.835 1.081
H 3.634 2.776 -1.258
H 2.393 3.931 -1.776
H 2.055 2.204 -1.834
H -1.776 2.325 2.032
H -1.875 3.811 1.078
H -1.545 3.887 2.815
H 0.599 3.183 3.730
O -0.108 -1.166 0.896
Si 0.198 -2.272 1.985
C -1.367 -2.734 2.950
C -2.608 -2.605 2.324
C -3.786 -2.909 2.989
C -3.745 -3.353 4.304
C -2.522 -3.481 4.948
C -1.348 -3.174 4.273
C 1.465 -1.669 3.272
C 2.753 -2.201 3.354
C 3.680 -1.713 4.266
C 3.335 -0.677 5.123
C 2.060 -0.131 5.055
C 1.144 -0.622 4.138
C 0.909 -3.869 1.255
C 1.367 -3.880 -0.062
C 1.884 -5.031 -0.640
C 1.960 -6.200 0.103
C 1.505 -6.213 1.415
C 0.983 -5.059 1.981
H -2.633 -2.248 1.300
H -4.740 -2.798 2.486
H -4.663 -3.595 4.826
H -2.485 -3.816 5.978
H -0.398 -3.268 4.792
H 3.030 -3.013 2.689
H 4.672 -2.148 4.317
H 4.056 -0.300 5.839
H 1.776 0.678 5.719
H 0.152 -0.184 4.085
H 1.296 -2.976 -0.655
H 2.217 -5.019 -1.671
H 2.364 -7.103 -0.337
H 1.554 -7.129 1.993
H 0.616 -5.085 3.003
*
```

Löwdin population analysis, charges in e, atoms 1 to 2: atom 1 (Sn): 1.508, atom 2 (Cl): 0.622


Entry 4:
Density functional theory data (ωB97M-V with the def2-TZVPD basis set) for a cluster of 2 separate species, C4H11O in total.

The largest force on an atom comes out at 0.0807 Eh/bohr. The lowest unoccupied orbital energy (alpha / beta) comes out at 0.03688 / -0.04962 Eh. As for the expectation value of S²: 0.7541. The value obtained for the energy above the lowest of the compared OMol25 structures with the same formula, charge and spin is 0.8737 eV. The total energy comes out at -6370.4266 eV. For the HOMO-LUMO gap (alpha / beta), the calculation gives 11.8 / 8.9 eV.

Geometry as ORCA input:
```
! RIJCOSX wB97M-V def2-TZVPD def2/J DEFGRID3
* xyz 0 2
C 2.488 1.296 -0.786
O 1.852 0.310 -1.466
H 2.174 2.283 -1.141
H 3.578 1.121 -0.686
H 2.192 1.256 0.297
C -0.944 0.588 0.749
C -0.602 -0.657 -0.036
C -1.557 -1.858 0.137
H -0.264 1.417 0.520
H -1.860 1.039 0.368
H -1.056 0.499 1.833
H -0.557 -0.419 -1.101
H 0.411 -0.869 0.351
H -1.181 -2.705 0.706
H -2.347 -1.830 -0.620
H -2.326 -1.471 0.875
*
```

Löwdin population analysis, charges in e, atoms 1 to 2: atom 1 (C): -0.224, atom 2 (O): -0.049


Entry 5:
Density functional theory data (ωB97M-V with the def2-TZVPD basis set) for a cluster of 8 separate species, C55H95IN9O7P2S2 in total.

The largest force on an atom comes out at 0.0964 Eh/bohr. The lowest unoccupied orbital energy comes out at 0.05461 Eh. The value obtained for the energy above the lowest of the compared OMol25 structures with the same formula, charge and spin is 4.3175 eV. The total energy comes out at -134660.7922 eV. For the HOMO-LUMO gap, the calculation gives 6.2 eV.

Geometry as ORCA input:
```
! RIJCOSX wB97M-V def2-TZVPD def2/J DEFGRID3
* xyz -1 1
C 1.948 6.869 4.514
S 0.875 7.478 3.137
O 0.765 8.951 3.068
O -0.488 6.961 3.480
P 1.407 6.528 1.171
C 0.788 7.929 0.056
C 1.603 9.273 -0.009
C 2.581 9.395 -1.282
I 1.792 10.622 -2.874
P 3.568 7.096 1.231
N 3.940 8.235 2.298
O 1.944 5.012 1.870
C 1.051 4.000 1.354
C 1.747 2.894 0.449
C 3.320 2.962 0.713
C 4.048 1.817 -0.148
C 4.178 0.479 0.678
N 5.123 -0.459 0.015
C 5.383 -1.801 0.353
C 6.377 -2.383 -0.531
C 6.776 -1.321 -1.528
C 5.952 -0.204 -1.088
C -0.380 4.577 0.861
C -0.595 4.647 -0.732
C -1.694 3.638 -1.269
C -1.461 3.517 -2.854
C -0.484 2.310 -3.144
S 1.065 2.778 -4.010
O 1.083 4.148 -4.508
O 2.240 2.564 -3.156
O 1.269 1.747 -5.310
C -1.590 3.993 1.693
C -1.543 2.415 1.811
C -2.967 1.706 1.873
C -3.045 0.719 0.638
C -4.205 0.703 -0.287
C -4.215 -0.210 -1.455
C -3.104 -1.137 -1.756
C -1.974 -1.143 -0.823
C -1.970 -0.239 0.333
O -0.242 5.993 1.162
H 2.722 7.682 4.668
H 2.527 5.947 4.247
H 1.392 6.791 5.488
H 1.768 5.862 -0.087
H -0.269 8.183 0.372
H 0.688 7.532 -0.998
H 0.840 10.094 -0.189
H 2.129 9.581 0.933
H 3.551 9.798 -0.864
H 2.839 8.363 -1.655
H 4.263 5.904 1.652
H 3.988 7.341 -0.112
H 4.580 7.825 2.983
H 0.852 3.417 2.311
H 1.371 1.865 0.732
H 1.622 3.051 -0.655
H 3.483 2.738 1.800
H 3.764 3.932 0.377
H 3.415 1.599 -1.054
H 5.037 2.251 -0.455
H 3.165 -0.014 0.713
H 4.477 0.689 1.742
H 4.888 -2.387 1.182
H 6.810 -3.414 -0.531
H 7.502 -1.354 -2.363
H 6.027 0.774 -1.615
H -1.004 5.683 -0.925
H 0.379 4.598 -1.288
H -2.703 4.099 -1.107
H -1.602 2.593 -0.878
H -1.052 4.511 -3.200
H -2.436 3.327 -3.391
H -1.011 1.560 -3.795
H -0.164 1.784 -2.197
H 0.396 1.445 -5.629
H -2.581 4.374 1.311
H -1.502 4.401 2.744
H -1.042 2.177 2.798
H -0.890 2.018 0.989
H -3.793 2.461 1.729
H -3.119 1.138 2.835
H -5.096 1.365 -0.138
H -5.080 -0.218 -2.168
H -3.141 -1.787 -2.664
H -1.097 -1.824 -0.976
H -1.091 -0.265 1.021
C 12.172 -1.172 -3.145
C 11.811 -1.963 -4.397
C 10.311 -1.954 -4.701
C 9.532 -2.623 -3.658
N 8.923 -3.140 -2.833
H 11.712 -1.602 -2.253
H 13.254 -1.178 -2.994
H 11.848 -0.132 -3.232
H 12.166 -2.991 -4.288
H 12.343 -1.532 -5.250
H 10.138 -2.462 -5.653
H 9.960 -0.926 -4.822
C -9.867 -1.435 -4.158
C -9.429 -0.185 -3.404
C -8.190 0.480 -4.013
C -7.008 -0.378 -3.935
N -6.081 -1.056 -3.879
H -9.100 -2.212 -4.128
H -10.772 -1.847 -3.707
H -10.084 -1.205 -5.204
H -9.241 -0.444 -2.359
H -10.250 0.535 -3.410
H -7.988 1.412 -3.477
H -8.383 0.750 -5.054
C -7.689 -4.065 -1.052
C -7.157 -2.884 -0.251
C -8.091 -2.459 0.884
C -9.376 -1.962 0.387
N -10.386 -1.580 -0.007
H -8.630 -3.822 -1.552
H -6.970 -4.350 -1.823
H -7.856 -4.932 -0.407
H -6.980 -2.042 -0.926
H -6.189 -3.157 0.175
H -7.606 -1.670 1.466
H -8.257 -3.298 1.565
C -1.302 -6.523 -1.098
C -0.797 -5.331 -0.298
C -1.715 -4.942 0.862
C -3.027 -4.480 0.408
N -4.043 -4.094 0.036
H -2.261 -6.310 -1.578
H -0.590 -6.773 -1.883
H -1.424 -7.400 -0.459
H -0.664 -4.478 -0.970
H 0.190 -5.574 0.105
H -1.239 -4.141 1.435
H -1.837 -5.789 1.543
C 4.244 -6.149 -1.346
C 4.040 -6.945 -2.631
C 2.566 -7.098 -3.015
C 1.813 -7.876 -2.030
N 1.224 -8.477 -1.247
H 3.790 -6.650 -0.487
H 5.309 -6.037 -1.137
H 3.809 -5.150 -1.431
H 4.503 -7.929 -2.521
H 4.563 -6.437 -3.445
H 2.501 -7.599 -3.985
H 2.108 -6.113 -3.136
C -9.037 -3.160 6.356
C -8.198 -3.981 5.384
C -6.779 -3.437 5.207
C -6.768 -2.105 4.600
N -6.762 -1.057 4.129
H -9.181 -2.138 5.997
H -10.024 -3.610 6.474
H -8.564 -3.116 7.340
H -8.706 -4.024 4.417
H -8.135 -5.008 5.755
H -6.212 -4.121 4.570
H -6.267 -3.406 6.173
C 3.185 -3.966 5.389
C 4.552 -4.639 5.420
C 5.586 -3.939 4.535
C 5.229 -3.993 3.117
N 4.942 -4.031 2.005
H 2.747 -3.991 4.388
H 2.496 -4.480 6.062
H 3.255 -2.923 5.707
H 4.445 -5.684 5.116
H 4.918 -4.643 6.449
H 6.557 -4.420 4.674
H 5.701 -2.898 4.847
*
```

Löwdin population analysis, charges in e, atoms 1 to 2: atom 1 (C): -0.204, atom 2 (S): 0.592